No. 1
This record from OMol25 describes C18H23N3O4S2 in the gas phase. The level of theory is ωB97M-V with the def2-TZVPD basis set.

## Properties
SMILES string	COCCn1/c(=N/C(=O)CSCC(=O)N2CCOCC2)sc2ccccc21
maximum force	0.94	eV/A
HOMO energy	-8.31	eV
E	-1961.3322	hartree

```
50
Properties=species:S:1:pos:R:3:mulliken_charge:R:1
C -0.2693 1.8127 1.9807 -0.48
O -1.6647 1.8611 1.7743 -0.37
C -2.0477 2.3594 0.5222 -0.46
C -1.8593 1.3454 -0.6230 -0.64
N -2.6045 0.1377 -0.3533 0.35
C -2.0137 -0.9358 0.1911 0.41
N -0.7292 -1.0204 0.3675 -0.09
C -0.2823 -2.1705 0.9221 0.38
O -1.0061 -3.1085 1.2285 -0.68
C 1.2133 -2.1871 1.1089 -0.37
S 2.0367 -2.7124 -0.4295 -0.14
C 1.6665 -1.3085 -1.5380 -1.06
C 2.2036 0.0174 -1.0392 0.79
O 1.4354 0.9273 -0.7669 -0.71
N 3.5374 0.1616 -0.9280 0.09
C 4.5644 -0.8211 -1.1939 -0.72
C 5.3172 -1.1169 0.1106 -0.43
O 5.8534 0.0594 0.6703 -0.39
C 4.8440 1.0067 0.9330 -0.55
C 4.0846 1.3728 -0.3459 -0.62
S -3.1429 -2.2127 0.5902 -0.25
C -4.4526 -1.2021 -0.0007 0.66
C -5.8033 -1.5026 -0.0435 -0.74
C -6.6756 -0.5615 -0.5570 -0.53
C -6.2039 0.6603 -1.0241 -0.82
C -4.8575 0.9692 -0.9847 -0.59
C -3.9757 0.0293 -0.4648 0.50
H -0.1282 1.4102 2.9817 0.25
H 0.1645 2.8187 1.9247 0.36
H 0.2263 1.1685 1.2510 0.09
H -3.1086 2.6072 0.6271 0.40
H -1.4861 3.2714 0.2731 0.38
H -0.8042 1.0765 -0.7124 -0.11
H -2.2061 1.7826 -1.5616 0.45
H 1.4978 -2.9301 1.8518 0.55
H 1.5813 -1.1964 1.3714 0.04
H 2.0884 -1.5796 -2.5052 0.53
H 0.5829 -1.2207 -1.6162 0.37
H 5.2647 -0.3958 -1.9229 0.30
H 4.1442 -1.7422 -1.5883 0.44
H 4.6286 -1.5990 0.8205 0.24
H 6.1624 -1.7798 -0.0775 0.34
H 4.1355 0.6071 1.6753 0.32
H 5.3452 1.8820 1.3484 0.34
H 4.7718 1.8345 -1.0627 0.29
H 3.2616 2.0548 -0.1305 0.37
H -6.1549 -2.4551 0.3193 0.41
H -7.7322 -0.7766 -0.5973 0.38
H -6.8996 1.3820 -1.4243 0.38
H -4.5035 1.9195 -1.3524 0.36
```

=====

No. 2
This record from OMol25 describes C18H23N3O5 in the gas phase in a non-equilibrium geometry. The level of theory is ωB97M-V with the def2-TZVPD basis set.

## Properties
SMILES string	Cc1cc(=O)n(C)c(=O)n1CCCCCCOc1ccc([N+](=O)[O-])cc1
maximum force	1.36	eV/A
HOMO energy	-8.99	eV
E	-1240.1340	hartree

```
49
Properties=species:S:1:pos:R:3:mulliken_charge:R:1
C 0.3835 5.1225 0.9082 -1.69
C 0.3377 3.9133 0.0303 1.52
C 0.6746 3.9961 -1.2751 -0.74
C 0.5716 2.8689 -2.1630 0.36
O 0.8723 2.8529 -3.3373 -0.67
N 0.0529 1.7188 -1.5552 0.13
C -0.1718 0.5810 -2.4298 -1.20
C -0.2649 1.5916 -0.2280 0.53
O -0.6844 0.5521 0.2401 -0.65
N -0.0793 2.7211 0.5619 0.19
C -0.3772 2.5679 1.9775 -1.50
C 0.8579 2.3413 2.8574 -0.48
C 1.6152 1.0521 2.5256 -0.20
C 2.7161 1.2514 1.4833 -0.16
C 3.4144 -0.0567 1.1068 -1.45
C 2.5394 -0.9897 0.2720 -0.14
O 1.5833 -1.6003 1.1204 -0.41
C 0.5186 -2.2207 0.5888 0.46
C -0.4873 -2.5883 1.4946 -0.44
C -1.6246 -3.2180 1.0575 -0.46
C -1.7756 -3.4993 -0.3000 -0.20
N -2.9629 -4.1454 -0.7641 1.02
O -3.0722 -4.3453 -1.9589 -0.63
O -3.7988 -4.4613 0.0605 -0.63
C -0.7783 -3.1573 -1.2055 -0.48
C 0.3652 -2.5256 -0.7662 -0.26
H 0.7624 5.9665 0.3399 0.39
H 1.0235 4.9714 1.7735 0.29
H -0.6161 5.3705 1.2638 0.33
H 1.0131 4.9214 -1.7078 0.42
H -0.6466 -0.2104 -1.8553 0.34
H -0.8102 0.8894 -3.2572 0.42
H 0.7791 0.2423 -2.8427 0.32
H -0.9271 3.4447 2.3237 0.58
H -1.0278 1.6936 2.0583 0.47
H 0.4944 2.2918 3.8855 0.38
H 1.5427 3.1890 2.7925 0.23
H 2.0787 0.6643 3.4349 0.67
H 0.9063 0.3058 2.1733 -0.36
H 2.3084 1.7048 0.5773 0.01
H 3.4640 1.9409 1.8846 0.43
H 3.7200 -0.5850 2.0109 0.36
H 4.3084 0.1712 0.5237 0.49
H 3.1618 -1.7645 -0.1969 0.49
H 2.0321 -0.4189 -0.5147 0.01
H -0.3463 -2.3505 2.5365 0.46
H -2.4124 -3.4943 1.7410 0.47
H -0.9145 -3.3938 -2.2500 0.48
H 1.1353 -2.2778 -1.4787 0.50
```

=====

No. 3
This record from OMol25 describes a molecular structure, C18H23N5O3Rb in a non-equilibrium geometry. The level of theory is ωB97M-V with the def2-TZVPD basis set.

## Properties
total charge	+1
maximum force	3.98	eV/A
HOMO energy	-10.63	eV
E	-1223.1335	hartree

```
50
Properties=species:S:1:pos:R:3:mulliken_charge:R:1
C 1.4078 -1.4971 -3.7528 -0.93
C 2.8287 -1.8603 -3.4827 1.03
H 1.3517 -0.8367 -4.6236 0.54
H 0.8535 -2.4057 -4.0438 0.40
C 3.3701 -1.8218 -2.2555 0.73
C 2.5546 -1.4840 -1.0422 -0.75
H 2.8100 -0.4579 -0.6996 0.35
H 2.8503 -2.1433 -0.2119 0.22
C 3.6053 -2.2478 -4.6997 -1.83
H 2.9482 -2.3252 -5.5792 0.38
H 4.1274 -3.2124 -4.5928 0.38
H 4.3636 -1.4940 -4.9442 0.35
C 4.8006 -2.1226 -1.9712 -1.79
H 5.4946 -1.5505 -2.6073 0.38
H 5.0225 -3.1869 -2.1237 0.33
H 5.0521 -1.8978 -0.9241 0.39
Rb -1.1762 1.5644 1.1338 0.94
O -0.1177 0.1221 -0.2882 -0.85
C 0.2884 -1.0321 -0.1649 0.06
O -1.1385 -0.3412 2.3867 -0.69
C -0.6807 -1.4396 2.0902 0.41
O -0.8048 -2.4296 2.9521 -0.32
N 0.0025 -1.8308 0.9314 0.39
C -0.3059 -3.6215 2.3219 -0.46
C 0.4549 -3.2087 1.1087 -0.43
H -1.1895 -4.2431 2.0870 0.25
H 0.2952 -4.1424 3.0808 0.34
H 0.2304 -3.8082 0.2268 0.38
H 1.5483 -3.2084 1.2747 0.20
C 1.0569 -1.5793 -1.2921 0.89
C 0.7107 -0.8339 -2.5720 -1.29
H 0.7910 -2.6413 -1.4091 0.19
H 1.0398 0.2119 -2.4715 0.29
H -0.3779 -0.8048 -2.7433 0.42
N -4.0216 3.8481 4.0615 -0.07
C -3.8160 2.8460 5.0159 -0.71
C -2.9924 1.9118 4.4440 -0.33
N -2.6953 2.3006 3.1716 -0.01
C -3.2998 3.4601 2.9408 0.07
C -3.1983 4.1656 1.7329 0.10
N -2.4917 3.7633 0.6812 -0.17
C -2.6127 4.7062 -0.2937 -0.40
C -3.4268 5.7113 0.1530 -0.49
N -3.8101 5.3778 1.4557 -0.07
H -4.5817 4.6877 4.1780 0.21
H -4.2369 2.8663 5.9832 0.44
H -2.6124 1.0089 4.8926 0.47
H -2.1237 4.6399 -1.2534 0.43
H -3.7374 6.5948 -0.3320 0.44
H -4.4108 5.9221 2.0699 0.22
```

=====

- The highest HOMO energy belongs to which entry?
  C18H23N3O4S2